[1]
48
Properties=species:S:1:pos:R:3:forces:R:3 method="wB97M-V/def2-TZVPD" e_lumo_ev=0.62 relative_energy_kj_mol=131.81 smiles="NC[C@H]1OC(=O)[C@H](O)[C@H]1CCCCO.COC[C@@H](C)N" energy_ev=-27151.8180
H 1.1023 -2.3172 1.7710 0.180 0.034 0.030
H 3.0368 2.5670 -1.2810 0.040 0.066 0.021
H -4.9572 -1.8230 0.8356 -0.080 -0.321 -0.158
C -2.1372 0.1664 0.9248 0.487 0.613 0.007
C -2.4151 0.2072 -0.5883 0.268 -0.582 0.203
H -0.8390 -0.8045 2.3093 0.201 0.172 0.210
C -4.8681 -0.2897 -1.1588 0.266 0.162 0.158
C 3.8872 -1.6001 -1.3167 -0.121 0.015 -0.087
H -1.4398 2.3465 3.1541 0.041 0.251 0.170
O -1.9210 1.5786 2.8435 -0.133 -0.169 -0.172
C -3.4298 -0.8111 -1.1124 -0.219 0.252 -0.311
C -1.9263 1.5919 1.4190 0.375 -0.104 0.260
N 3.9168 2.1452 -1.5652 -0.126 -0.019 0.111
H 5.8963 0.4164 -1.7625 -0.050 -0.030 -0.008
C -5.5413 -0.0710 0.2012 -0.206 -0.025 -0.405
H -5.4774 -0.9257 -1.7971 -0.061 -0.254 0.058
H 6.5683 1.7857 -0.8980 -0.024 0.021 -0.033
H 0.4535 -1.2180 -0.2910 0.011 0.004 -0.217
H -1.1130 -2.0237 -0.1036 -0.036 -0.112 -0.159
O 3.0414 -0.5399 -0.9158 0.042 -0.089 0.003
C -0.2644 -1.6046 0.4289 0.248 0.255 0.317
H 6.2947 0.2636 -0.0461 -0.009 -0.011 -0.006
C 4.4940 1.4211 -0.4300 0.070 -0.115 -0.206
O 0.1783 0.6543 1.2711 0.227 0.522 -0.741
H 3.2519 -2.4042 -1.6874 -0.022 0.005 0.022
C 3.5663 0.3137 0.0848 -0.185 0.155 0.206
H 2.6937 0.7889 0.5392 -0.019 -0.019 -0.052
O 0.0294 2.7217 0.3416 -0.559 -1.012 1.012
H -5.3380 0.9351 0.5583 0.166 0.052 0.228
C -0.7570 -0.4313 1.2892 -0.706 -0.861 0.335
O -5.1458 -0.9687 1.2189 0.117 0.152 0.332
C 5.8912 0.9372 -0.8050 0.075 0.027 0.058
H -6.6218 -0.1423 0.0641 -0.135 0.100 -0.010
H -1.4697 0.0199 -1.0983 0.070 0.106 -0.089
C -0.4829 1.7948 0.9310 0.480 0.720 -0.503
H -2.6245 2.3336 1.0468 -0.054 0.074 -0.250
H -2.8845 -0.3354 1.5270 -0.414 -0.004 -0.188
H -4.8261 0.6769 -1.6617 -0.164 0.093 -0.107
H 4.5590 -1.2973 -2.1239 0.079 -0.021 0.051
H -0.3129 -3.1080 1.7845 0.012 -0.152 0.141
H -3.1551 -1.0576 -2.1374 0.013 -0.061 -0.101
H 4.0553 -0.2819 0.8682 0.094 -0.007 -0.047
H 4.4769 -1.9796 -0.4770 0.035 0.013 0.007
H 3.6540 1.4601 -2.2679 0.055 0.006 -0.053
H -3.3757 -1.7528 -0.5678 0.114 -0.072 0.166
N 0.3750 -2.6871 1.1753 -0.190 0.089 -0.182
H 4.6045 2.1350 0.3916 -0.051 -0.015 0.048
H -2.7030 1.2137 -0.8863 -0.201 0.096 -0.067

=====

[2]
18
Properties=species:S:1:pos:R:3:forces:R:3 method="wB97M-V/def2-TZVPD" e_lumo_ev=0.65 relative_energy_kj_mol=59.63 smiles=O.O.O.O.O.O energy_ev=-12480.4957
H -0.0376 -1.8716 -2.2376 0.324 -0.964 0.482
O -1.7090 0.7214 -2.1660 -0.771 0.746 -0.660
O 1.9892 -0.5563 -0.0899 0.137 0.647 0.842
H 0.6005 -1.8072 2.4441 0.846 0.783 -0.163
H -1.0161 0.8458 1.2571 0.220 -0.345 0.505
H 0.1753 0.7132 -0.2421 0.962 -0.300 0.163
O 0.2585 -0.9786 -2.1704 -1.676 0.695 -2.542
H 2.6692 0.1360 -0.0324 -0.255 -0.345 -0.289
H 0.3823 -0.3421 2.5397 -0.972 1.190 0.142
H -1.1203 1.2119 -0.7552 0.041 0.471 0.071
H -1.1632 -0.0837 -2.1866 0.415 0.009 -0.284
H -1.3288 1.3191 -2.8357 -0.228 -0.501 0.380
H -1.6965 1.2093 2.5638 0.440 -0.802 0.105
H 1.7098 -0.6656 0.8737 0.033 -0.247 -0.731
O -0.4551 1.3996 -0.0416 -0.482 0.338 -0.406
O -1.1777 0.4726 2.1806 -0.835 0.992 0.210
O 1.0923 -0.9543 2.3645 0.075 -1.962 0.190
H 0.8273 -0.7697 -1.4658 1.725 -0.404 1.985

=====

[3]
14
Properties=species:S:1:pos:R:3:forces:R:3 method="wB97M-V/def2-TZVPD" e_lumo_ev=0.96 relative_energy_kj_mol=33.70 smiles="CCC(=O)OC" energy_ev=-8372.9325
C -0.3090 0.0239 -0.0274 -0.069 0.219 -0.172
H 0.8955 -1.2651 -1.1910 -0.020 0.103 0.104
C 1.0544 -0.4386 -0.4861 0.021 0.009 -0.009
O -0.8131 -0.7796 0.9256 0.079 0.069 -0.086
C 1.8241 0.6960 -1.1503 0.050 0.057 -0.048
H 1.5890 -0.8639 0.3693 -0.085 0.072 -0.115
O -0.8977 0.9879 -0.4581 0.199 -0.372 0.200
H -2.0806 0.6202 1.7946 -0.006 -0.123 -0.031
H -2.3578 -1.1089 2.1839 0.023 0.084 -0.099
H -2.8389 -0.4399 0.5906 0.078 -0.008 0.087
H 1.2246 1.1390 -1.9496 0.120 -0.060 0.093
C -2.1052 -0.3974 1.3986 -0.232 0.027 0.114
H 2.0466 1.4883 -0.4287 -0.023 -0.109 -0.109
H 2.7680 0.3383 -1.5715 -0.135 0.030 0.072

=====

[4]
80
Properties=species:S:1:pos:R:3:forces:R:3 method="wB97M-V/def2-TZVPD" multiplicity=6 e_lumo_ev="-5.48 / -7.95" charge=+2 energy_ev=-76628.4734
H -21.8838 -2.7389 1.7571 0.916 0.326 -0.472
C -17.8410 2.1460 2.3086 -0.061 -0.273 -0.119
C -18.5542 1.4814 1.3072 -0.371 1.180 0.813
C -20.2756 6.4319 2.3474 -0.596 0.844 1.187
H -17.1229 4.9686 -1.7065 0.432 -0.177 1.474
C -19.2221 7.2974 -1.7801 1.031 0.693 0.480
H -18.2100 3.1221 2.5779 0.144 0.098 0.419
H -16.2115 2.0527 3.7037 0.027 -0.373 0.006
H -20.4559 9.0895 -4.2941 0.286 0.281 0.268
N -20.0065 -2.3751 0.8276 -0.251 -0.999 1.297
C -17.9672 6.0392 3.1214 0.550 0.384 1.212
C -22.9537 0.4401 -1.6976 -0.041 0.689 -0.961
H -16.7627 -4.9887 1.3649 1.141 -0.704 -0.123
O -18.7379 0.3062 -4.1369 -0.796 1.238 -1.528
H -14.2022 -0.0254 -6.2809 0.200 0.026 0.215
H -18.1981 6.4127 4.1586 -0.206 -0.453 -1.315
H -13.9442 -2.5264 -2.7435 -0.103 0.533 -0.700
H -23.7943 -1.3093 1.0339 -0.408 0.138 -0.355
C -14.6103 -0.4294 -5.3611 -1.328 -0.099 -0.073
H -16.5674 0.3859 -5.8347 0.318 -0.276 0.995
C -16.3819 0.3089 2.3677 1.183 -1.165 -0.160
N -18.1657 0.3681 0.7458 -0.354 -0.427 -0.511
C -21.2653 -2.1938 1.0072 -0.991 0.241 0.236
H -20.6283 7.2381 1.7410 -0.104 0.718 -0.749
C -13.8774 -1.2912 -4.5489 -0.121 0.498 -0.571
H -20.3547 6.8532 3.3692 -0.292 -0.675 -0.401
C -19.9497 7.5614 -2.9252 -0.013 2.174 -0.379
C -18.9699 9.7934 -2.9063 0.625 0.414 -0.523
C -17.9362 -0.3600 -3.5499 1.610 -1.486 0.576
H -12.8524 -1.4786 -4.8511 -0.054 -0.225 0.386
C -15.7000 5.8558 4.0676 2.494 -0.563 -1.733
C -15.7889 -1.5836 -3.1141 0.115 0.252 -0.059
H -18.0900 -5.2788 2.5197 0.817 0.701 -1.181
H -20.8957 5.6927 -3.0294 -0.402 0.115 -0.673
N -18.3053 -0.7908 -2.3169 -0.423 -0.616 1.625
C -18.2874 -3.7514 1.1533 -0.633 -0.233 -0.295
H -15.5571 -0.3624 2.7153 -0.712 1.065 -0.121
C -18.4708 5.6410 0.8206 0.312 0.283 -0.356
C -19.8175 8.8697 -3.4340 -1.211 -0.985 -0.698
C -20.9274 6.6608 -3.5560 0.397 -1.289 -0.472
C -21.9422 -1.2426 0.1038 0.334 -0.249 -0.326
H -20.9718 5.6164 2.1621 -0.017 -0.265 0.397
C -17.0564 -0.1527 1.2440 0.930 -1.170 0.477
C -16.6135 4.6805 -0.7260 -0.604 1.376 -0.463
H -21.0029 0.3126 -2.6182 0.227 0.191 0.249
C -16.5365 -0.7901 -3.9569 -1.349 1.899 -0.572
C -17.1567 5.2683 0.6006 0.610 -1.321 -1.457
C -18.2048 8.2092 -1.3167 0.226 -1.087 0.773
H -23.2980 1.1738 -2.4034 -0.021 0.058 -0.380
H -15.4359 6.8928 4.0747 -0.023 0.892 0.115
H -15.5692 4.9515 -0.8203 0.191 0.292 -0.122
C -16.7322 1.5240 2.9115 -0.964 0.846 -0.762
C -18.8725 6.0751 2.0877 -0.188 -0.650 0.161
H -15.2235 5.0802 1.5724 0.761 -0.588 -0.682
S -17.6258 -3.1853 -0.3759 0.492 0.191 -0.599
C -16.2673 5.2392 1.6801 0.099 0.450 -0.649
C -23.2808 -0.8989 0.1676 0.443 -0.847 1.168
H -14.6922 5.3718 3.9507 -0.974 0.097 -0.173
C -23.8430 -0.0548 -0.7833 1.853 -0.365 0.692
N -17.6643 -4.7948 1.6976 -1.405 -0.109 1.512
Te -19.8864 5.6841 -0.7623 0.680 -0.592 1.097
C -14.4853 -1.8518 -3.4366 1.253 -0.985 0.859
C -16.6333 5.6343 2.9183 -1.453 0.847 1.738
H -21.9269 7.0505 -3.5441 -0.544 0.238 0.184
C -21.6124 0.0318 -1.7655 -1.659 0.852 -1.406
H -18.9057 10.7744 -3.3534 -0.047 0.088 -0.026
H -24.8490 0.2443 -0.7354 -1.107 0.277 -0.062
H -17.1408 10.0593 -1.8021 -0.960 -0.362 0.558
C -15.9721 -0.1748 -5.0829 0.739 -0.664 -0.710
H -16.7083 -1.0698 0.7617 -0.043 0.380 0.218
H -17.5462 7.8537 -0.4840 -0.601 0.537 -0.873
C -18.0505 9.4350 -1.9203 0.934 -0.283 0.039
H -16.0166 5.6084 5.0302 -1.067 -0.503 1.383
N -21.1432 -0.8006 -0.9010 1.271 -0.895 0.900
I -20.4656 2.3000 0.8595 0.373 -0.257 -0.118
N -19.4015 -3.3283 1.6582 -0.655 0.732 -0.271
H -16.1697 -1.9361 -2.1741 -0.258 -0.214 0.024
H -16.5883 3.6149 -0.6737 -0.313 -0.920 0.097
Ru -19.0583 -1.4530 -0.7279 -0.330 0.194 -0.191
H -20.6850 6.4796 -4.6211 0.035 0.011 0.538

=====

[5]
18
Properties=species:S:1:pos:R:3:forces:R:3 method="wB97M-V/def2-TZVPD" e_lumo_ev="-5.28 / -3.73" charge=+1 relative_energy_kj_mol=661.44 energy_ev=-6856.7031
H 1.4342 -1.4681 -0.4818 -0.932 1.102 0.256
C -0.4534 -0.4706 0.1910 1.716 -1.346 -1.126
H -1.8722 2.6512 0.2302 -0.323 -0.319 -0.240
H -2.1559 -1.3661 -0.8145 1.875 -1.198 0.961
C 0.8660 -0.5710 -0.1110 -1.583 -1.505 0.500
N -1.3360 -1.7160 -0.1883 2.051 -0.015 -3.310
H -0.6374 -2.5038 -0.6454 -2.656 2.448 1.046
H -0.6788 2.0125 -0.9039 -1.163 -0.766 0.696
C -1.5926 1.7269 -0.2906 0.294 0.054 0.223
H -2.4079 1.3491 -0.9117 0.067 0.534 -0.261
H -0.3611 1.0537 1.3395 -1.419 0.171 -0.137
C -1.2585 0.6448 0.7635 4.362 1.344 0.026
H 4.0960 -0.7558 0.3089 0.034 0.542 0.290
H 3.3647 1.1113 0.4042 0.941 -1.758 -0.548
H -1.9172 0.3222 1.5362 -1.136 -0.048 0.130
C 3.5872 0.1115 -0.1037 -0.808 1.588 2.473
H 3.0421 -0.0352 -0.9593 -0.635 -0.140 -2.308
H -1.7192 -2.0967 0.6366 -0.684 -0.688 1.332

=====

[6]
17
Properties=species:S:1:pos:R:3:forces:R:3 method="wB97M-V/def2-TZVPD" e_lumo_ev=-4.49 charge=+1 relative_energy_kj_mol=184.77 energy_ev=-19137.8153
H 1.1728 2.2811 -1.7763 -1.452 0.249 -0.308
C -1.3565 -0.9710 -0.2298 1.448 0.618 -0.859
C -2.5177 -1.8175 -0.5492 0.260 -1.415 2.097
C 1.1535 0.5194 1.8010 2.658 -0.483 2.880
H 2.1889 0.0939 1.9053 -0.797 -0.202 -0.264
N -0.7810 -0.6802 0.8783 2.961 1.257 -0.747
H -2.8406 -1.6916 -1.5593 -1.123 0.706 -0.263
H -3.1950 -1.8730 0.3511 0.076 0.502 -1.476
S -0.5409 -0.3319 -1.6634 -0.113 0.707 0.180
C 1.4734 1.5397 -1.0675 3.832 0.759 -1.472
C 0.5389 0.1709 0.6022 -7.873 -3.767 -1.001
H 0.6023 0.2371 2.7616 0.473 0.568 -1.782
N 0.5239 0.5376 -0.6530 1.489 0.002 1.224
H 1.9003 2.1565 -0.2271 -0.677 -1.112 -0.527
H -2.1489 -2.8445 -0.6033 0.331 -0.180 0.231
H 2.3881 1.1471 -1.6824 -1.531 -0.061 1.527
H 1.4386 1.5265 1.7118 0.038 1.851 0.560

=====

| no. | largest force on an atom (eV/A) |
| --- | --- |
| 1 | 1.54 |
| 2 | 3.12 |
| 3 | 0.47 |
| 4 | 3.09 |
| 5 | 4.56 |
| 6 | 8.78 |